ORCA calculation (wB97M-V/def2-TZVPD) on a molecular structure, C32H64O8.

```
! RIJCOSX wB97M-V def2-TZVPD def2/J DEFGRID3
* xyz 0 1
C -1.341 5.383 -2.974
C -1.704 4.558 -1.856
C -0.758 3.334 -2.097
O -0.198 3.310 -3.389
C -0.930 4.360 -4.071
H -0.578 6.065 -2.597
H -2.171 5.939 -3.409
H -2.766 4.316 -1.817
H -1.444 4.972 -0.882
H -1.196 2.346 -1.957
H 0.055 3.412 -1.375
H -1.816 3.992 -4.589
H -0.341 4.858 -4.840
C 2.390 -0.632 3.626
C 3.103 -1.886 4.157
C 3.816 -2.490 2.982
O 3.127 -2.114 1.875
C 2.585 -0.761 2.080
H 2.916 0.216 4.065
H 1.336 -0.614 3.904
H 2.445 -2.654 4.561
H 3.814 -1.557 4.915
H 3.911 -3.574 3.041
H 4.866 -2.264 2.796
H 1.553 -0.757 1.730
H 3.207 0.016 1.636
C 0.971 -0.226 -1.314
C 0.173 1.013 -1.076
C 0.144 1.290 0.443
O 1.357 0.606 0.807
C 1.535 -0.519 0.024
H 1.812 -0.156 -2.004
H 0.338 -1.035 -1.677
H -0.807 0.903 -1.540
H 0.594 1.849 -1.635
H -0.736 0.792 0.848
H -0.039 2.341 0.666
H 1.117 -1.372 0.558
H 2.618 -0.639 0.019
C -2.872 -0.964 1.744
C -3.680 -0.564 3.005
C -2.807 0.450 3.594
O -2.365 1.253 2.551
C -2.186 0.338 1.402
H -3.587 -1.418 1.058
H -2.067 -1.662 1.974
H -3.989 -1.374 3.666
H -4.621 -0.135 2.661
H -1.945 0.025 4.108
H -3.332 1.164 4.228
H -1.140 0.228 1.113
H -2.702 0.911 0.631
C -2.226 4.489 1.895
C -1.561 5.487 1.013
C -0.277 4.611 0.642
O -0.832 3.338 0.487
C -1.970 3.130 1.266
H -3.301 4.588 2.042
H -1.701 4.431 2.849
H -1.246 6.242 1.733
H -2.199 5.859 0.212
H 0.422 4.616 1.478
H 0.222 4.972 -0.258
H -1.858 2.370 2.039
H -2.731 2.872 0.529
C -4.324 -0.474 -2.432
C -2.883 -0.877 -2.940
C -2.069 -0.553 -1.662
O -2.884 -0.927 -0.546
C -4.228 -1.083 -1.019
H -5.064 -0.823 -3.153
H -4.451 0.608 -2.466
H -2.674 -0.235 -3.796
H -2.831 -1.921 -3.252
H -2.006 0.520 -1.482
H -1.040 -0.910 -1.618
H -4.925 -0.511 -0.406
H -4.388 -2.161 -1.008
C 2.407 -3.585 0.631
C 2.232 -5.059 0.666
C 0.717 -5.246 0.459
O 0.229 -4.043 1.093
C 1.200 -2.988 1.245
H 2.481 -3.250 -0.403
H 3.268 -3.276 1.224
H 2.504 -5.460 1.642
H 2.907 -5.519 -0.056
H 0.280 -6.216 0.694
H 0.468 -5.068 -0.587
H 1.407 -2.750 2.289
H 0.975 -2.123 0.622
C 3.305 -2.528 -3.387
C 3.146 -1.670 -2.181
C 4.032 -2.226 -1.194
O 3.726 -3.573 -1.367
C 3.633 -3.888 -2.806
H 4.169 -2.371 -4.033
H 2.415 -2.548 -4.017
H 2.097 -1.662 -1.886
H 3.414 -0.694 -2.584
H 3.770 -1.944 -0.174
H 5.082 -1.963 -1.320
H 2.876 -4.655 -2.970
H 4.619 -4.233 -3.116
*
```

As for the molecular weight: 576.9 u. The value obtained for the largest force on an atom is 9.2 eV/Å. As for the calculated total energy: -1858.59140 hartree. The HOMO-LUMO gap is 7.883 eV.

ORCA calculation (wB97M-V/def2-TZVPD) on 6 unconnected molecules or ions with the total composition C32H65BrClINO21PS7.

```
! RIJCOSX wB97M-V def2-TZVPD def2/J DEFGRID3
* xyz 0 1
C 5.075 -2.988 -0.436
C 4.815 -2.056 -1.628
C 3.791 -2.613 -2.632
Br 4.511 -4.361 -3.151
C 3.423 -1.691 -3.838
P 4.434 -1.965 -5.385
O 4.330 -0.586 -6.151
O 5.967 -2.153 -4.993
S 3.884 -3.402 -6.598
C 3.575 -0.201 -3.396
I 5.520 0.699 -3.419
O 2.810 0.653 -4.242
S 1.319 0.760 -3.701
O 0.615 1.511 -4.686
O 1.276 1.236 -2.357
C 0.833 -0.986 -3.725
C -0.493 -0.923 -4.517
C -1.395 -2.120 -4.427
O -1.986 -2.386 -3.465
Cl -1.668 -3.065 -5.897
C 1.913 -1.921 -4.317
C 1.445 -3.385 -4.241
C 0.756 -3.869 -2.938
C 1.283 -5.218 -2.388
C 1.621 -5.171 -0.901
N 0.542 -4.573 -0.138
C 0.697 -3.438 0.609
C -0.528 -3.097 1.165
C -1.452 -4.071 0.733
C -0.770 -4.970 -0.072
H 5.275 -2.394 0.448
H 4.230 -3.639 -0.228
H 5.927 -3.625 -0.624
H 4.462 -1.120 -1.208
H 5.762 -1.924 -2.132
H 2.888 -2.777 -2.056
H 4.301 -0.803 -7.095
H 6.226 -3.022 -5.329
H 3.239 -0.124 -2.369
H 0.586 -1.191 -2.688
H -1.092 -0.142 -4.064
H -0.307 -0.647 -5.547
H 1.930 -1.669 -5.375
H 0.718 -3.481 -5.036
H 2.220 -4.086 -4.508
H -0.287 -4.050 -3.136
H 0.840 -3.149 -2.132
H 0.494 -5.957 -2.489
H 2.122 -5.600 -2.955
H 2.536 -4.630 -0.705
H 1.737 -6.201 -0.569
H 1.621 -2.908 0.744
H -0.739 -2.249 1.786
H -2.502 -4.131 0.936
H -1.128 -5.835 -0.592
O -1.261 2.945 2.182
S -1.149 4.242 1.589
O -2.306 5.081 1.500
O -0.491 4.100 0.157
C -1.089 3.174 -0.779
C -2.373 3.709 -1.384
C 0.147 5.151 2.348
H -1.245 2.211 -0.291
H -0.342 3.030 -1.555
H -3.160 3.800 -0.636
H -2.721 3.034 -2.165
H -2.209 4.697 -1.814
H 1.033 4.525 2.394
H -0.192 5.413 3.348
H 0.324 6.053 1.769
O -4.941 -4.693 2.210
S -6.274 -4.382 2.627
O -7.245 -3.967 1.664
O -6.203 -3.327 3.806
C -5.434 -2.118 3.581
C -6.144 -1.123 2.691
C -6.931 -5.720 3.561
H -4.453 -2.386 3.185
H -5.287 -1.693 4.571
H -6.251 -1.496 1.673
H -5.579 -0.193 2.657
H -7.140 -0.912 3.075
H -6.202 -6.020 4.309
H -7.118 -6.532 2.863
H -7.860 -5.399 4.023
O -7.089 0.396 5.426
S -8.404 0.794 5.827
O -9.322 1.296 4.854
O -8.277 1.830 7.021
C -7.429 2.985 6.821
C -8.066 4.033 5.933
C -9.171 -0.504 6.731
H -6.464 2.660 6.432
H -7.264 3.383 7.820
H -8.183 3.674 4.912
H -7.441 4.926 5.911
H -9.055 4.301 6.304
H -8.479 -0.865 7.486
H -9.403 -1.290 6.017
H -10.083 -0.123 7.182
O -1.274 8.161 2.344
S -2.047 8.617 1.227
O -1.542 8.448 -0.099
O -2.404 10.150 1.458
C -1.317 11.056 1.740
C -0.501 11.397 0.509
C -3.678 7.979 1.318
H -0.694 10.637 2.532
H -1.795 11.950 2.135
H 0.036 10.527 0.134
H 0.228 12.170 0.752
H -1.147 11.757 -0.291
H -4.063 8.137 2.322
H -3.607 6.916 1.099
H -4.290 8.485 0.576
O 9.496 -1.031 -0.822
S 9.471 -2.248 -1.573
O 8.511 -3.264 -1.262
O 10.924 -2.883 -1.571
C 11.564 -3.097 -0.292
C 11.004 -4.292 0.452
C 9.383 -1.890 -3.291
H 11.495 -2.185 0.303
H 12.613 -3.256 -0.530
H 9.971 -4.126 0.754
H 11.596 -4.479 1.348
H 11.026 -5.181 -0.178
H 10.128 -1.138 -3.537
H 8.382 -1.512 -3.491
H 9.554 -2.806 -3.849
*
```

As for the molecular weight: 1297.6 u. The value obtained for the largest force on an atom is 2.4 eV/Å. As for the calculated total energy: -9353.67065 hartree. The structure (SMILES) is CC[C@H](Br)[C@]1(P(O)(O)=S)[C@@H](I)OS(=O)(=O)[C@@H](CC(=O)Cl)[C@@H]1CCCCn1cccc1.CCOS(C)(=O)=O.CCOS(C)(=O)=O.CCOS(C)(=O)=O.CCOS(C)(=O)=O.CCOS(C)(=O)=O. The HOMO-LUMO gap is 7.931 eV.